Below is C25H41Br2ClINO14P as an isolated structure, with properties calculated with ωB97M-V/def2-TZVPD.

Geometry (Å):
C  -4.026  2.902  -4.522
C  -3.402  2.723  -5.901
C  -2.531  1.468  -6.099
I  -3.694  -0.244  -6.620
P  -1.238  1.208  -4.850
C  -0.257  2.715  -4.844
C  0.340  3.048  -6.219
C  -0.071  4.427  -6.736
Cl  -0.333  4.416  -8.508
O  -0.309  0.038  -5.298
N  -0.594  -1.263  -6.423
O  0.066  -1.114  -7.281
C  -1.725  0.874  -3.122
Br  -2.912  -0.647  -3.025
C  -0.455  0.783  -2.236
C  -0.395  -0.380  -1.265
Br  -0.300  2.483  -1.281
H  -3.297  3.207  -3.768
H  -4.785  3.682  -4.555
H  -4.513  1.980  -4.189
H  -4.194  2.667  -6.649
H  -2.806  3.599  -6.172
H  -1.921  1.611  -6.996
H  0.531  2.578  -4.103
H  -0.872  3.521  -4.432
H  1.427  3.015  -6.145
H  0.083  2.302  -6.977
H  -1.006  4.770  -6.296
H  0.683  5.181  -6.533
H  -2.334  1.723  -2.817
H  0.435  0.755  -2.865
H  -1.222  -0.360  -0.558
H  -0.418  -1.317  -1.825
H  0.530  -0.317  -0.695
C  -2.380  -3.543  3.055
C  -1.637  -2.278  3.368
C  -2.367  -1.252  4.212
O  -1.799  -0.016  3.762
C  -1.365  -0.196  2.497
O  -1.027  0.685  1.766
O  -1.373  -1.503  2.166
H  -2.524  -4.104  3.980
H  -3.352  -3.326  2.611
H  -1.805  -4.162  2.367
H  -0.675  -2.494  3.836
H  -2.168  -1.385  5.269
H  -3.442  -1.233  4.017
C  -1.870  -2.780  10.179
C  -1.453  -3.374  8.863
C  -1.660  -2.510  7.632
O  -1.907  -3.490  6.613
C  -2.410  -4.600  7.206
O  -2.878  -5.516  6.608
O  -2.288  -4.513  8.542
H  -1.204  -1.954  10.432
H  -2.893  -2.408  10.127
H  -1.804  -3.526  10.969
H  -0.421  -3.733  8.890
H  -0.797  -1.921  7.342
H  -2.551  -1.882  7.737
C  5.910  6.637  -3.778
C  5.015  5.439  -3.636
C  4.964  4.485  -4.820
O  3.613  3.995  -4.768
C  2.860  4.914  -4.118
O  1.666  4.872  -4.063
O  3.627  5.855  -3.561
H  6.952  6.314  -3.780
H  5.703  7.168  -4.707
H  5.767  7.316  -2.940
H  5.222  4.888  -2.715
H  5.644  3.641  -4.754
H  5.103  5.016  -5.764
C  4.128  -5.610  4.167
C  2.797  -5.428  4.840
C  1.587  -5.285  3.930
O  0.729  -4.423  4.686
C  1.501  -3.696  5.529
O  1.110  -2.762  6.158
O  2.759  -4.164  5.541
H  4.162  -6.588  3.685
H  4.289  -4.837  3.416
H  4.932  -5.564  4.900
H  2.613  -6.207  5.585
H  1.059  -6.213  3.729
H  1.854  -4.785  2.994

Properties
HOMO-LUMO gap (Ha): 0.2765
Total charge: +1
HOMO energy (eV): -12.2
LUMO level (Ha): -0.17146